ORCA calculation (the ωB97M-V functional and the def2-TZVPD basis) on a molecular structure, C3H4CsO3.

```
11
Properties=species:S:1:pos:R:3:mulliken_charge:R:1
Cs 5.995 -0.217 0.795 0.973
O -0.052 0.620 0.160 -0.243
O 2.059 1.254 0.181 -0.751
O 1.615 -0.905 0.275 -0.750
C -0.955 -0.370 -0.283 -0.016
C -2.345 0.117 -0.334 -0.963
C 1.250 0.296 0.253 0.674
H -2.609 0.787 -1.157 0.320
H -1.495 -0.969 0.657 0.153
H -0.560 -0.951 -1.129 0.331
H -2.901 0.338 0.581 0.273
```

Gap between HOMO and LUMO (alpha / beta) in eV: 5.362 / 5.343
Spin multiplicity: 2
M in g/mol: 220.97
Total energy in a.u.: -362.43160

=====

ORCA calculation (the ωB97M-V functional and the def2-TZVPD basis) on a molecular structure, C3H4CuO.

```
9
Properties=species:S:1:pos:R:3:mulliken_charge:R:1
Cu -2.953 -0.278 -3.336 1.030
O -3.406 0.323 -1.809 -0.597
C -1.605 -0.794 -0.392 -0.527
C -2.780 0.041 -0.504 0.350
C -1.427 0.664 -0.168 -0.380
H -3.543 0.012 0.285 0.339
H -1.313 -1.698 0.140 0.313
H -0.984 1.268 -0.970 0.208
H -1.231 1.036 0.845 0.263
```

Gap between HOMO and LUMO (alpha / beta) in eV: 8.021 / 7.634
Spin multiplicity: 3
M in g/mol: 119.61
Net charge: +1
Total energy in a.u.: -1831.93843

=====

ORCA calculation (the ωB97M-V functional and the def2-TZVPD basis) on a molecular structure, C3H4ErO2.

```
10
Properties=species:S:1:pos:R:3:mulliken_charge:R:1
Er 2.035 1.084 -0.008 1.705
O 1.660 -0.942 0.024 -0.613
O -0.952 0.408 -0.596 -0.245
C -0.769 -0.810 -0.020 -0.254
C -0.244 1.572 -0.050 -0.947
C 0.430 -1.431 0.207 0.084
H -1.270 -1.710 -0.538 0.287
H -0.710 1.804 0.926 0.329
H -0.529 2.396 -0.722 0.286
H 0.348 -2.370 0.777 0.369
```

Gap between HOMO and LUMO (alpha / beta) in eV: 5.204 / 5.326
Spin multiplicity: 4
M in g/mol: 239.32
Net charge: +1
Total energy in a.u.: -1281.82814

=====

ORCA calculation (the ωB97M-V functional and the def2-TZVPD basis) on a molecular structure, C3H4F12K4O3P2.

```
28
Properties=species:S:1:pos:R:3:mulliken_charge:R:1
K -20.974 -23.389 13.087 0.989
K -16.708 -19.467 14.642 1.007
K -17.375 -24.421 16.781 0.993
K -21.334 -19.201 18.507 1.010
P -19.570 -21.645 15.852 1.283
P -21.540 -20.574 10.845 1.209
F -18.752 -22.095 17.175 -0.373
F -20.999 -20.850 9.376 -0.334
F -18.326 -22.044 14.866 -0.412
F -18.821 -20.159 16.006 -0.464
F -23.059 -20.402 10.390 -0.337
F -21.992 -20.398 12.418 -0.365
F -20.022 -20.853 11.446 -0.365
F -20.818 -21.208 16.794 -0.419
F -20.374 -21.074 14.629 -0.274
F -20.127 -23.134 15.664 -0.415
F -21.826 -22.215 10.996 -0.444
F -21.247 -19.020 10.724 -0.334
O -21.776 -26.169 16.249 -0.302
O -19.594 -26.421 16.732 -0.618
O -21.005 -25.479 18.211 -0.296
C -20.693 -26.046 17.027 0.734
C -22.449 -25.614 18.361 -0.350
C -22.888 -25.490 16.919 -0.213
H -22.831 -24.807 18.975 0.283
H -23.828 -25.923 16.600 0.346
H -22.638 -26.589 18.802 0.304
H -22.864 -24.443 16.600 0.158
```

Gap between HOMO and LUMO in eV: 9.179
M in g/mol: 534.38
Net charge: +2
Total energy in a.u.: -4623.42590

=====

ORCA calculation (the ωB97M-V functional and the def2-TZVPD basis) on C3H4F2 in the gas phase.

```
9
Properties=species:S:1:pos:R:3:mulliken_charge:R:1
F -1.663 -0.986 -0.076 -0.262
F -1.430 1.176 -0.030 -0.303
C -0.792 -0.055 -0.049 0.848
C 0.444 -0.075 -0.738 -0.597
C 0.352 -0.101 0.799 -0.739
H 0.757 0.803 1.130 0.273
H 1.092 -0.755 -1.421 0.274
H 0.874 1.040 -0.865 0.221
H 0.366 -1.048 1.250 0.283
```

Structure (SMILES): FC1(F)CC1
Gap between HOMO and LUMO in eV: 12.126
M in g/mol: 78.06
Total energy in a.u.: -316.36007

=====

ORCA calculation (the ωB97M-V functional and the def2-TZVPD basis) on C3H4F2N2 in the gas phase.

```
11
Properties=species:S:1:pos:R:3:mulliken_charge:R:1
F -2.781 -0.907 -0.406 -0.232
F -2.329 1.103 0.139 -0.281
N 0.592 -0.409 0.843 -0.369
N 1.044 -0.226 -0.382 -0.268
C 2.354 0.132 -0.418 -0.248
C -1.672 -0.072 -0.330 0.406
C -0.704 -0.343 0.739 -0.085
H -1.322 0.265 -1.206 0.291
H -1.271 -0.200 1.726 0.249
H 3.160 0.122 0.437 0.230
H 2.930 0.534 -1.140 0.307
```

Structure (SMILES): C=N/N=C\C(F)F
Gap between HOMO and LUMO in eV: 9.588
M in g/mol: 106.08
Total energy in a.u.: -425.81798